# 1
{"formula": "CH4NO", "method": "ωB97M-V/def2-TZVPD", "lumo_energy_ev": [0.75, -2.46], "relative_energy_ev": 0.714, "multiplicity": 2, "orbital_gap_ev": [10.9, 7.7], "homo_ev": [-10.15, -10.16], "symbols": ["N", "C", "O", "H", "H", "H", "H"], "positions_angstrom": [[-1.6724, -0.4262, -0.0745], [-0.8568, 0.5254, -0.2464], [2.1651, 0.0014, 0.1920], [0.1187, 0.6210, 0.2358], [2.3697, -0.7185, 0.8215], [-1.2518, -1.1578, 0.4979], [-1.1824, 1.3741, -0.8378]], "atomic_forces_ev_per_a": [[0.3, 0.0, -0.2], [-0.5, 0.1, 0.4], [0.1, -0.1, 0.1], [0.1, -0.2, -0.1], [-0.1, 0.1, -0.1], [-0.1, 0.0, 0.1], [0.0, 0.1, -0.2]], "mulliken_charge": [-0.49, -0.10, -0.36, 0.13, 0.33, 0.24, 0.26]}

# 2
{"formula": "C32H67F6N3O6", "method": "ωB97M-V/def2-TZVPD", "lumo_energy_ev": 0.25, "relative_energy_ev": 45.630, "orbital_gap_ev": 8.1, "homo_ev": -7.88, "symbols": ["C", "C", "N", "C", "C", "C", "C", "H", "H", "H", "H", "H", "H", "H", "H", "H", "H", "H", "H", "H", "H", "H", "C", "C", "N", "C", "C", "C", "C", "H", "H", "H", "H", "H", "H", "H", "H", "H", "H", "H", "H", "H", "H", "H", "C", "C", "N", "C", "C", "C", "C", "H", "H", "H", "H", "H", "H", "H", "H", "H", "H", "H", "H", "H", "H", "H", "C", "C", "O", "C", "O", "C", "F", "F", "F", "H", "H", "H", "H", "H", "C", "C", "O", "C", "O", "C", "F", "F", "F", "H", "H", "H", "H", "H", "C", "C", "O", "C", "H", "H", "H", "H", "H", "H", "C", "C", "O", "C", "H", "H", "H", "H", "H", "H"], "positions_angstrom": [[-3.8206, 0.5843, -10.5911], [-4.6951, 1.6818, -11.3070], [-4.6922, 2.9976, -10.6228], [-4.7505, 2.9706, -9.1443], [-6.1783, 2.5381, -8.5797], [-5.5478, 3.9394, -11.3300], [-5.0377, 5.3707, -11.1341], [-2.7741, 0.8704, -10.4858], [-3.9463, -0.3669, -11.1083], [-4.1776, 0.3730, -9.5831], [-4.3634, 1.7623, -12.3422], [-5.7439, 1.4267, -11.4586], [-3.9373, 2.4083, -8.6855], [-4.4875, 3.9480, -8.7398], [-6.2107, 1.4547, -8.4641], [-6.2838, 2.8115, -7.5299], [-7.0360, 2.9149, -9.1368], [-6.6140, 3.9839, -11.1080], [-5.4771, 3.7565, -12.4022], [-4.0121, 5.5024, -11.4788], [-5.1581, 5.6242, -10.0808], [-5.6171, 6.1254, -11.6659], [-8.9110, -0.2752, -8.7108], [-9.0008, -0.1812, -7.1588], [-7.9470, 0.5100, -6.5820], [-6.5565, -0.0161, -6.9158], [-5.6016, 0.3023, -5.8375], [-8.1066, 1.9829, -6.6728], [-9.0901, 2.6635, -5.7346], [-9.6892, -1.0009, -8.9473], [-7.9058, -0.5709, -9.0114], [-9.1380, 0.5955, -9.3259], [-9.9544, 0.2119, -6.8065], [-9.0727, -1.1802, -6.7289], [-6.6133, -1.1046, -6.9200], [-6.2122, 0.3069, -7.8983], [-5.1867, 1.3025, -5.9616], [-6.0470, 0.1097, -4.8615], [-4.6926, -0.2965, -5.7788], [-8.4812, 2.3403, -7.6320], [-7.1314, 2.4411, -6.5084], [-9.1391, 2.1202, -4.7910], [-10.0651, 2.4589, -6.1768], [-9.0452, 3.7522, -5.7629], [-10.1043, 7.5639, -4.1092], [-10.5926, 8.8833, -4.6201], [-10.6741, 9.1132, -6.0816], [-9.3624, 9.0130, -6.6628], [-9.2378, 9.8051, -8.0320], [-11.6231, 8.2824, -6.7544], [-13.0248, 8.3795, -6.1399], [-10.1718, 7.3506, -3.0424], [-9.0931, 7.3808, -4.4727], [-10.7516, 6.7503, -4.4364], [-11.5172, 9.1665, -4.1171], [-9.9258, 9.6517, -4.2289], [-8.4579, 9.2342, -6.0962], [-9.0668, 8.0111, -6.9742], [-9.9947, 9.5355, -8.7686], [-9.2948, 10.8868, -7.9106], [-8.2267, 9.7078, -8.4274], [-11.1622, 7.3016, -6.8708], [-11.6643, 8.6885, -7.7651], [-13.8015, 8.0599, -6.8347], [-13.2362, 9.4388, -5.9941], [-13.1374, 8.0966, -5.0932], [-5.7869, 6.6607, -8.7599], [-6.1934, 5.3830, -8.0114], [-7.5332, 5.5176, -7.6166], [-8.1332, 4.8102, -6.5913], [-7.5740, 3.9646, -5.9679], [-9.6034, 5.2094, -6.1594], [-9.5215, 5.9913, -5.0906], [-10.1155, 5.8639, -7.2124], [-10.3726, 4.1688, -5.9742], [-6.4498, 6.9070, -9.5893], [-4.8421, 6.4284, -9.2512], [-5.6082, 7.4623, -8.0433], [-5.5489, 5.3835, -7.1323], [-6.0583, 4.5037, -8.6411], [-3.7285, 7.1645, -10.2352], [-4.9768, 7.9531, -9.6366], [-6.1070, 7.7898, -10.4102], [-6.4198, 8.5522, -11.4552], [-5.8583, 9.6502, -11.6750], [-7.4950, 8.0114, -12.3922], [-7.4198, 8.7311, -13.5515], [-7.2347, 6.7359, -12.5676], [-8.6282, 8.0602, -11.7179], [-3.7914, 6.1260, -9.9100], [-2.8154, 7.6424, -9.8804], [-3.6987, 7.1907, -11.3245], [-4.6291, 8.9833, -9.5596], [-5.0888, 7.7122, -8.5794], [-10.8019, 3.1502, -7.5184], [-11.1564, 4.6364, -7.6959], [-10.8291, 5.3015, -8.6758], [-12.0437, 5.3045, -6.7244], [-10.4247, 3.0123, -6.5051], [-10.0032, 2.9333, -8.2278], [-11.6743, 2.5734, -7.8254], [-13.0538, 4.8984, -6.7768], [-11.9537, 6.3876, -6.8070], [-11.6166, 5.1134, -5.7399], [-5.3481, 8.4613, -6.3009], [-5.8994, 7.1260, -5.8948], [-5.2371, 6.1376, -5.9166], [-7.3450, 7.1386, -5.3310], [-4.3078, 8.4334, -6.6250], [-5.5248, 9.1784, -5.4992], [-5.9955, 8.8625, -7.0806], [-7.6173, 8.1648, -5.0842], [-7.2632, 6.5957, -4.3893], [-7.9553, 6.6096, -6.0629]], "atomic_forces_ev_per_a": [[-1.4, 0.6, -0.2], [0.3, -0.2, 1.0], [0.9, -0.7, -0.1], [-1.5, 0.0, -0.5], [2.4, -0.4, -0.1], [0.8, 1.4, -0.4], [-1.1, -2.0, -1.4], [0.0, 0.0, -0.4], [0.3, 0.1, -0.3], [-0.1, 0.2, 0.1], [0.5, 0.5, 0.0], [-0.3, -0.9, 0.4], [-0.2, -0.7, -0.5], [0.0, 0.2, -0.5], [-0.2, 1.1, -1.3], [0.7, 0.7, -1.0], [0.2, -0.1, -0.1], [-0.4, -0.7, 0.4], [0.0, -0.5, 0.0], [-0.5, -1.1, -0.1], [-0.3, -1.8, -2.0], [0.2, -0.9, -0.1], [-0.9, -0.4, 0.5], [-1.0, -0.9, -1.4], [2.3, 1.8, 1.0], [-2.1, -0.9, 0.3], [1.4, 0.6, 1.0], [0.2, -1.6, 0.8], [0.6, -6.1, 2.6], [0.4, -0.3, -0.6], [-0.2, -0.5, 0.0], [-0.1, 0.5, 0.5], [-0.1, 0.6, -0.3], [0.4, -0.5, -0.3], [-0.5, -0.1, -0.3], [0.0, -1.0, 0.6], [-0.3, 0.4, 0.6], [-0.2, 0.6, 0.0], [0.0, -0.5, -0.7], [0.7, -0.4, -0.6], [-1.0, -1.6, 0.2], [0.5, 0.5, 0.7], [4.4, -7.1, 4.5], [1.0, -7.1, 2.9], [-1.6, 1.7, 1.5], [-0.2, 1.6, 0.9], [1.2, 0.7, 2.5], [0.8, 0.5, -3.3], [0.1, 0.4, 1.1], [0.0, 0.8, -0.5], [0.2, 1.1, 0.0], [0.3, 1.1, 0.5], [-1.0, 1.7, 1.6], [-1.1, 1.6, 0.5], [-0.4, -0.1, -0.4], [0.3, 0.2, -0.2], [-1.0, 1.0, 0.7], [-0.6, -0.6, -0.1], [0.2, -0.3, 0.0], [-0.4, 0.1, 0.4], [0.0, -0.6, -0.3], [-0.3, 1.5, 0.1], [-0.3, -0.2, -0.2], [0.1, -0.6, 0.4], [0.2, 0.4, -0.5], [0.0, -1.1, -0.3], [-4.4, -11.4, 8.6], [0.9, -1.0, -1.4], [-4.4, -0.5, 1.2], [3.8, 0.8, -2.0], [6.3, 6.3, 0.1], [3.6, 2.4, -1.6], [1.0, -7.0, -3.4], [9.6, 6.4, 9.3], [-0.8, 9.6, 8.7], [-1.7, -2.2, 3.3], [-1.3, -1.9, 3.4], [-5.7, -4.2, 5.5], [-0.5, -1.7, -1.4], [-0.7, 1.0, 0.4], [0.9, 3.2, 0.6], [9.3, 9.0, -6.6], [-1.9, 4.4, -5.9], [3.6, 5.7, -0.8], [-2.0, -3.5, 0.4], [1.6, 0.9, 0.8], [-1.1, -1.4, 1.5], [-0.4, -0.9, -1.5], [-1.3, 0.7, -0.7], [1.9, 1.0, 0.1], [0.0, 0.2, 0.2], [0.1, 0.3, 0.3], [-0.4, 0.9, -1.3], [4.9, 5.1, -4.7], [-3.6, 0.0, -6.8], [-5.1, -2.8, -7.2], [-4.3, -4.4, -7.2], [-3.4, 0.0, 1.4], [-5.3, 0.5, -6.5], [-0.2, -0.1, -0.2], [-0.1, -0.2, -0.1], [-0.2, 0.2, 0.0], [-1.9, -1.8, -0.6], [-2.8, 0.9, 0.0], [-0.5, 0.6, 0.2], [-1.0, 2.0, 1.6], [1.4, -0.1, 2.1], [2.9, 0.2, 0.0], [-0.1, 0.0, 0.1], [0.4, 0.0, 0.3], [0.0, 0.3, -0.2], [0.0, -0.5, -0.3], [-0.2, -0.3, -0.1], [0.7, 1.8, 0.8]], "mulliken_charge": [-1.17, -0.47, 0.34, -1.83, 0.98, -0.93, -0.69, 0.32, 0.42, 0.15, 0.44, 0.43, 0.51, 0.22, -0.86, -0.79, 0.47, 0.16, 0.62, 0.62, -1.52, 0.61, -1.11, -0.78, 0.31, -0.20, -1.65, 0.48, -0.54, 0.50, 0.27, 0.19, 0.42, 0.51, 0.63, 0.56, 0.17, 0.39, 0.46, -0.27, 0.69, -0.11, -0.54, 0.02, 1.03, -1.40, 0.13, 0.39, -1.57, 0.63, -1.65, 0.53, -0.50, -0.17, 0.48, 0.47, 0.59, -0.37, 0.30, 0.43, 0.19, 0.05, 0.23, 0.41, 0.52, 0.33, 1.22, 0.50, -0.69, 0.61, -0.60, 0.97, -0.55, -0.36, -0.59, 1.65, -1.01, -3.90, 0.28, -0.73, -1.29, 0.98, 0.26, 0.40, -0.58, 0.91, -0.26, -0.25, -0.20, 0.77, 0.54, 0.27, 0.71, 0.57, -0.80, 1.29, -0.83, -1.34, 0.43, 0.03, 0.71, 0.51, 0.31, 0.29, -1.69, 1.23, -0.55, -1.58, 0.51, 0.44, 0.49, 0.84, 0.49, 0.08]}

# 3
{"formula": "C30H62NO9S", "method": "ωB97M-V/def2-TZVPD", "lumo_energy_ev": 1.62, "charge": -1, "orbital_gap_ev": 3.4, "homo_ev": -1.79, "symbols": ["C", "C", "C", "C", "C", "C", "C", "C", "C", "N", "C", "C", "C", "S", "O", "O", "O", "H", "H", "H", "H", "H", "H", "H", "H", "H", "H", "H", "H", "H", "H", "H", "H", "H", "H", "H", "H", "H", "H", "H", "H", "H", "H", "C", "C", "O", "C", "H", "H", "H", "H", "H", "H", "C", "C", "O", "C", "H", "H", "H", "H", "H", "H", "C", "C", "O", "C", "H", "H", "H", "H", "H", "H", "C", "C", "O", "C", "H", "H", "H", "H", "H", "H", "C", "C", "O", "C", "H", "H", "H", "H", "H", "H", "C", "C", "O", "C", "H", "H", "H", "H", "H", "H"], "positions_angstrom": [[5.0770, 1.2333, 0.5751], [4.0232, 2.4890, 0.6945], [2.7206, 2.1532, -0.2807], [2.0150, 3.6292, -0.6111], [0.4805, 3.2757, -1.1324], [-0.5276, 4.5749, -1.0729], [-1.9996, 4.0937, -0.4775], [-2.7225, 5.2392, 0.4771], [-4.2868, 4.8383, 0.8611], [-4.7965, 3.6054, 0.1477], [-4.5317, 2.3379, 0.9851], [-3.7100, 1.2062, 0.1281], [-4.5374, -0.1795, -0.1641], [-3.2269, -1.4441, -0.7437], [-1.9696, -0.6460, -1.2649], [-3.7816, -2.2474, -1.9443], [-2.6638, -2.4367, 0.5228], [5.6880, 1.1910, 1.5813], [5.7619, 1.4422, -0.3755], [4.4201, 0.2630, 0.3987], [3.6602, 2.6335, 1.8199], [4.4891, 3.5242, 0.3395], [3.1286, 1.6712, -1.2843], [1.9640, 1.4081, 0.2514], [2.5400, 4.1720, -1.5348], [1.9502, 4.3009, 0.3456], [0.1255, 2.3586, -0.4741], [0.5558, 2.8542, -2.2418], [-0.0984, 5.5037, -0.5018], [-0.7377, 4.8851, -2.2045], [-2.6469, 3.7787, -1.4002], [-1.7519, 3.1884, 0.2592], [-2.5969, 6.3346, 0.0852], [-2.1324, 5.1961, 1.5141], [-4.4626, 4.7662, 2.0285], [-4.9556, 5.7594, 0.5038], [-3.7901, 2.7004, 1.8477], [-5.4937, 1.9496, 1.5285], [-3.4487, 1.6940, -0.9183], [-2.7193, 0.9219, 0.7305], [-5.1432, -0.5688, 0.7725], [-5.2173, 0.0033, -1.1162], [-2.8704, -2.0277, 1.4141], [7.2927, -1.8805, -1.3014], [6.0692, -1.5779, -2.1246], [5.5926, -0.4449, -2.1675], [5.4515, -2.7153, -2.8933], [7.6293, -0.9658, -0.8019], [7.0528, -2.6269, -0.5399], [8.0960, -2.2415, -1.9486], [5.1296, -3.4988, -2.2028], [6.1728, -3.1134, -3.6115], [4.5765, -2.3499, -3.4413], [-2.2513, 10.7821, -0.0821], [-1.3822, 9.5608, 0.0559], [-1.7610, 8.5753, 0.6868], [-0.0315, 9.5919, -0.6080], [-3.1958, 10.6170, 0.4473], [-1.7496, 11.6470, 0.3590], [-2.4693, 10.9657, -1.1373], [0.5692, 10.4037, -0.1903], [-0.1505, 9.7225, -1.6866], [0.4849, 8.6436, -0.4247], [8.5575, -4.4836, 2.5925], [7.9365, -5.0782, 1.3569], [7.5950, -4.3712, 0.4102], [7.7494, -6.5716, 1.3243], [8.6305, -3.3972, 2.4750], [7.9332, -4.7001, 3.4631], [9.5627, -4.8884, 2.7347], [7.0891, -6.8811, 2.1383], [8.7185, -7.0694, 1.4100], [7.2906, -6.8591, 0.3723], [-6.8564, -1.4067, -3.5403], [-8.2356, -0.8161, -3.4177], [-8.5210, 0.2555, -3.9496], [-9.2522, -1.5874, -2.6191], [-6.2294, -0.7419, -4.1439], [-6.4063, -1.5081, -2.5495], [-6.9116, -2.3799, -4.0347], [-8.9088, -1.6968, -1.5873], [-9.4141, -2.5686, -3.0725], [-10.2017, -1.0415, -2.6165], [-5.1440, -5.2010, -2.0202], [-6.5776, -5.4297, -2.4183], [-7.3334, -4.4880, -2.6521], [-7.0506, -6.8552, -2.5194], [-4.9436, -4.1247, -1.9880], [-4.9627, -5.6204, -1.0273], [-4.4768, -5.6592, -2.7546], [-6.9544, -7.3482, -1.5488], [-6.4684, -7.3871, -3.2761], [-8.1049, -6.8675, -2.8157], [4.0839, -4.8759, 5.1150], [5.3254, -5.5843, 5.5869], [6.1841, -5.9653, 4.7930], [5.4757, -5.8087, 7.0678], [4.1110, -4.7841, 4.0240], [3.1983, -5.4515, 5.3957], [4.0401, -3.8739, 5.5493], [4.6522, -6.4259, 7.4355], [5.4940, -4.8483, 7.5891], [6.4187, -6.3308, 7.2619]], "atomic_forces_ev_per_a": [[-0.5, 1.1, 0.0], [-0.5, -0.5, -0.3], [1.0, 1.6, 0.2], [-1.3, -1.6, -1.1], [0.8, 0.2, 0.1], [-0.9, -0.8, -0.9], [0.8, 0.6, 0.7], [0.8, -0.7, 1.1], [-1.0, -0.2, -1.1], [0.6, -0.7, 2.1], [1.0, 2.5, 0.1], [0.2, -0.1, 0.2], [-0.2, 1.2, 0.4], [3.3, 1.6, -6.1], [-4.5, -2.9, 2.8], [1.1, 1.5, 4.7], [-1.5, 1.4, -0.2], [-1.0, -0.2, -2.2], [-1.4, -0.8, 2.2], [1.7, 1.9, 0.5], [0.7, -0.3, -2.4], [-0.8, -2.3, 0.8], [-1.0, 0.9, 2.1], [1.6, 1.7, -1.2], [-0.8, -1.0, 2.4], [0.3, -1.2, -1.8], [0.3, 2.1, -1.3], [-0.2, 0.9, 2.3], [-0.6, -1.9, -0.9], [0.6, -0.3, 2.4], [1.0, 0.4, 2.2], [-0.9, 1.7, -1.9], [-0.3, -2.1, 0.5], [-0.9, 0.3, -2.2], [0.7, 0.3, -1.8], [1.3, -1.8, 0.7], [-1.4, -1.2, -1.3], [1.4, 0.0, -1.0], [-0.4, -1.1, 2.4], [-2.1, 0.6, -1.5], [1.3, 0.6, -2.0], [1.4, -0.8, 2.0], [0.2, -0.3, -1.5], [-0.1, 0.5, 0.2], [-0.4, 1.6, 0.0], [0.5, -1.4, -0.1], [-0.4, 0.2, -0.2], [-0.1, -0.1, -0.2], [0.2, 0.0, -0.3], [-0.1, -0.2, 0.1], [0.2, -0.1, -0.1], [0.0, -0.2, 0.2], [0.2, 0.0, 0.1], [-0.4, -0.1, 0.2], [-0.6, -1.6, 1.0], [0.6, 1.6, -0.9], [0.2, -0.5, 0.1], [0.2, 0.0, -0.1], [0.0, 0.0, -0.2], [0.1, 0.2, 0.1], [0.0, 0.1, -0.2], [0.1, 0.2, 0.1], [-0.2, 0.2, 0.0], [0.0, 0.5, -0.1], [-0.4, 0.8, -1.0], [0.4, -1.1, 1.3], [-0.2, 0.0, -0.5], [0.0, -0.2, 0.0], [0.2, -0.2, 0.0], [-0.1, -0.1, 0.1], [0.2, 0.0, 0.1], [-0.1, 0.0, 0.2], [0.1, 0.1, 0.2], [0.1, 0.4, -0.3], [-0.2, 1.4, -0.8], [0.2, -1.3, 0.6], [-0.5, 0.3, -0.1], [-0.2, -0.1, 0.2], [0.0, -0.3, -0.1], [0.1, 0.0, 0.3], [0.0, -0.2, -0.1], [0.2, -0.1, 0.2], [0.2, 0.0, 0.0], [-0.2, 0.6, -0.1], [-0.7, 1.3, -0.2], [0.8, -1.3, 0.3], [-0.6, 0.1, -0.2], [0.0, -0.3, 0.0], [0.1, -0.2, -0.1], [0.0, -0.1, 0.2], [0.2, -0.1, -0.1], [0.1, -0.1, 0.2], [0.2, 0.0, 0.1], [0.2, 0.0, -0.5], [1.0, -0.4, -1.0], [-1.0, 0.4, 0.9], [0.5, -0.2, 0.0], [0.0, 0.0, 0.3], [0.0, 0.2, 0.1], [-0.2, -0.1, 0.1], [0.0, 0.2, 0.1], [-0.2, -0.1, 0.0], [-0.2, 0.1, -0.1]], "mulliken_charge": [-0.70, -0.46, -0.36, -0.65, -0.27, -0.30, -0.06, -0.12, -0.61, -0.74, -0.38, -0.21, -0.54, 1.04, -0.55, -0.63, -0.52, 0.31, 0.16, 0.17, 0.25, 0.24, 0.17, 0.26, 0.21, 0.33, 0.10, 0.23, 0.11, 0.21, 0.30, -0.17, -0.10, 0.19, 0.26, 0.24, 0.18, 0.16, 0.11, 0.12, 0.40, 0.19, 0.37, -0.76, 0.78, -0.54, -1.16, 0.29, 0.16, 0.33, 0.30, 0.34, 0.33, -1.15, 0.85, -0.53, -1.03, 0.29, 0.34, 0.33, 0.34, 0.31, 0.22, -0.82, 0.77, -0.54, -1.05, 0.27, 0.11, 0.32, 0.26, 0.33, 0.29, -0.57, 0.77, -0.60, -0.97, 0.35, -0.07, 0.27, 0.26, 0.23, 0.35, -0.61, 0.77, -0.49, -1.19, -0.04, 0.33, 0.33, 0.33, 0.32, 0.30, -1.06, 0.82, -0.55, -1.10, 0.27, 0.33, 0.32, 0.33, 0.33, 0.28]}

no.,DFT total energy (eV)
1,-4635.8881
2,-67284.4910
3,-62859.3330